C28H32AuN2O4P2S2 | the ωB97M-V functional and the def2-TZVPD basis

Properties
Orbital gap (alpha / beta): 6.9 / 6.0 eV
Expectation value of S²: 0.758
Largest force on an atom: 0.8 eV/Å
Total energy: -3111.4052 hartree
E_HOMO (alpha / beta): -7.308 / -7.412 eV
2S+1: 2

Geometry (Å):
Au (0.2725, -1.7347, 0.4389)
C (1.5839, -2.9458, 5.0980)
C (2.3004, -2.1748, 4.0159)
O (2.0324, -2.8439, 2.7645)
P (2.4870, -2.1246, 1.3844)
S (0.9566, -1.7129, -1.7475)
S (-0.4826, -1.1745, 2.6009)
O (2.9304, -3.5147, 0.6977)
C (3.3509, -3.7206, -0.6502)
C (4.3608, -2.6933, -1.1144)
H (0.5069, -2.8868, 4.9454)
H (1.8193, -2.5255, 6.0759)
H (1.8884, -3.9917, 5.0857)
H (3.3827, -2.1617, 4.1719)
H (1.9433, -1.1441, 3.9708)
H (2.4632, -3.7089, -1.2860)
H (3.7733, -4.7256, -0.6521)
H (3.9237, -1.6934, -1.1402)
H (4.6894, -2.9336, -2.1262)
H (5.2358, -2.6776, -0.4642)
O (-1.9919, 0.9598, 2.4139)
C (-1.9539, -0.2261, 2.2196)
C (-3.2250, -0.9842, 1.9337)
C (-4.2744, -0.6571, 2.7950)
C (-5.4770, -1.3362, 2.7433)
C (-5.6557, -2.3593, 1.8213)
C (-4.6301, -2.6753, 0.9508)
C (-3.4157, -1.9896, 0.9854)
P (-2.1316, -2.4369, -0.2102)
C (-2.8748, -2.1809, -1.8423)
C (-2.1414, -2.6029, -2.9515)
C (-2.6381, -2.4181, -4.2320)
C (-3.8672, -1.8006, -4.4186)
C (-4.5905, -1.3591, -3.3197)
C (-4.0970, -1.5443, -2.0365)
C (-2.0261, -4.2394, -0.0103)
C (-1.2966, -4.7241, 1.0771)
C (-1.1918, -6.0879, 1.2927)
C (-1.8053, -6.9829, 0.4264)
C (-2.5301, -6.5067, -0.6548)
C (-2.6415, -5.1405, -0.8728)
H (-4.1205, 0.1346, 3.5150)
H (-6.2727, -1.0732, 3.4279)
H (-6.5881, -2.9062, 1.7793)
H (-4.7725, -3.4690, 0.2265)
H (-1.1774, -3.0803, -2.8130)
H (-2.0627, -2.7580, -5.0834)
H (-4.2556, -1.6571, -5.4188)
H (-5.5447, -0.8676, -3.4604)
H (-4.6591, -1.1778, -1.1891)
H (-0.8111, -4.0409, 1.7660)
H (-0.6196, -6.4496, 2.1362)
H (-1.7154, -8.0481, 0.5927)
H (-3.0135, -7.1964, -1.3338)
H (-3.2090, -4.7843, -1.7233)
N (-1.9943, 0.5724, -0.7578)
C (-1.7326, 1.3474, -1.5723)
N (-1.4282, 2.2419, -2.5013)
C (-2.3551, 3.3539, -2.7199)
C (-3.3381, 2.9931, -3.8231)
O (-2.6515, 2.6125, -5.0009)
C (-1.8466, 1.4657, -4.7795)
C (-0.7892, 1.7462, -3.7249)
H (-1.7657, 4.2253, -3.0144)
H (-2.8672, 3.5774, -1.7854)
H (-3.9639, 3.8465, -4.0829)
H (-3.9851, 2.1701, -3.4861)
H (-1.3858, 1.2154, -5.7347)
H (-2.4748, 0.6231, -4.4592)
H (-0.1000, 2.5171, -4.0774)
H (-0.2189, 0.8497, -3.4815)

Forces on atoms 1 to 3 (eV/Å):
-0.61 -0.09 -0.48
0.02 0.05 0.00
0.06 0.03 0.04

Results of the Mulliken charge analysis, in e, for atoms 1 through 4: Au 0.51; C -1.09; C -0.38; O 0.01

***

C13H14N2 | the ωB97M-V functional and the def2-TZVPD basis

Properties
Orbital gap (alpha / beta): 7.2 / 7.2 eV
Largest force on an atom: 7.4 eV/Å
Total energy: -613.1218 hartree
E_HOMO (alpha / beta): -6.980 / -6.978 eV

Geometry (Å):
C (-1.6814, 1.3455, -4.2287)
C (-0.2977, 1.2739, -4.2009)
C (-2.4375, 1.3837, -3.0472)
C (0.0932, -1.4342, 4.4246)
C (-0.5835, -1.6420, 3.2022)
C (1.4408, -1.1277, 4.3087)
C (0.3298, 1.0407, -2.9572)
C (-1.7523, 1.1306, -1.8137)
C (-0.0199, -1.3264, 2.0246)
C (2.0740, -0.8626, 3.0737)
C (-0.3834, 1.0945, -1.7354)
C (0.3923, 0.8898, -0.4552)
C (1.0891, -0.4899, -0.4138)
N (1.9719, -0.6065, 0.6870)
N (1.2416, -0.9026, 2.0067)
H (-2.3219, 1.3633, -5.2028)
H (0.2559, 1.1337, -5.0689)
H (-3.5582, 1.5317, -3.0241)
H (-0.2716, -1.5902, 5.4369)
H (-1.5718, -1.9532, 2.9774)
H (2.1192, -0.9827, 5.1203)
H (1.3493, 0.8792, -2.9751)
H (-2.3673, 1.1553, -0.9235)
H (-0.7529, -1.4307, 1.2186)
H (3.0450, -0.4318, 3.0310)
H (-0.3521, 0.8972, 0.3734)
H (1.1513, 1.6265, -0.3090)
H (1.6255, -0.6926, -1.2068)
H (0.1728, -1.2728, -0.3228)

Forces on atoms 1 to 3 (eV/Å):
-2.71 0.66 -1.30
-0.74 -1.37 2.64
0.52 -0.84 0.87

Results of the Mulliken charge analysis, in e, for atoms 1 through 4: C -0.18; C -0.72; C -0.50; C -0.37

***

C2H8N3O2 | the ωB97M-V functional and the def2-TZVPD basis

Properties
Orbital gap: 9.7 eV
Charge: +1
Largest force on an atom: 4.4 eV/Å
Total energy: -395.3806 hartree
E_HOMO: -14.970 eV

Geometry (Å):
C (-1.7261, 0.2963, 0.1344)
C (2.6728, 0.4603, -0.0599)
N (-3.0081, 0.1223, -0.1266)
N (-0.9055, -0.9592, 0.0234)
N (0.1492, -0.9405, -0.5671)
O (-1.1227, 1.2957, 0.3171)
O (1.3500, 0.2803, 0.3616)
H (2.7414, 1.4659, -0.7169)
H (2.8116, -0.3338, -0.8215)
H (3.4808, 0.1833, 0.6767)
H (-3.3884, -0.8334, -0.1659)
H (-3.6104, 0.9101, 0.1845)
H (-0.9810, -1.2733, 0.9463)
H (0.7895, -1.7154, -0.3742)
H (0.7471, 1.0416, 0.1881)

Forces on atoms 1 to 3 (eV/Å):
0.00 -0.48 -2.53
1.37 0.57 -3.26
-1.32 -0.20 1.02

Results of the Mulliken charge analysis, in e, for atoms 1 through 4: C 0.54; C -0.59; N -0.35; N 0.16

***

- Among the records above, which one has the lowest total energy?
  C28H32AuN2O4P2S2

***

- Number 1 is which compound?
  C28H32AuN2O4P2S2

***

- largest force on an atom of number 1 (C28H32AuN2O4P2S2)?
  0.8 eV/Å